# C31H57BClO2PPb

A structure of composition C31H57BClO2PPb at a distorted geometry (ωB97M-V/def2-TZVPD, OMol25).

Calculated values
HOMO (spin up / spin down) in eV: -5.1 / -5.4
Net charge: 0
Strongest force on any atom in eV Å⁻¹: 2.8
Multiplicity: 1

Geometry as XYZ:
```
94
Properties=species:S:1:pos:R:3:lowdin_charge:R:1
Pb -1.216 0.126 -0.170 1.036
P 1.107 -0.883 0.962 1.052
Cl -2.317 -1.888 0.979 -0.005
C -0.970 1.530 1.420 -0.395
H -0.514 2.514 1.539 -0.076
H -1.660 1.252 2.225 -0.072
C 0.981 -2.558 0.124 -0.463
C 0.506 -1.049 2.728 -0.451
C 2.137 -3.523 0.398 -0.216
H 0.046 -2.979 0.541 0.061
C 1.827 -4.885 -0.234 -0.194
H 3.062 -3.115 -0.037 0.100
H 2.316 -3.647 1.477 0.099
C 1.553 -4.775 -1.738 -0.203
H 2.653 -5.579 -0.046 0.109
H 0.936 -5.293 0.263 0.118
C 0.447 -3.763 -2.034 -0.195
H 2.469 -4.447 -2.246 0.113
H 1.282 -5.753 -2.150 0.108
C 0.753 -2.404 -1.394 -0.245
H 0.312 -3.643 -3.116 0.112
H -0.508 -4.123 -1.625 0.121
H 1.651 -1.960 -1.853 0.109
H -0.095 -1.735 -1.606 0.038
C 2.846 -0.243 1.031 -0.420
C 0.844 0.193 3.561 -0.230
H -0.589 -1.027 2.571 0.025
C 0.138 0.127 4.920 -0.191
H 1.929 0.279 3.719 0.102
H 0.495 1.068 2.995 0.057
C 0.452 -1.177 5.654 -0.206
H 0.422 0.988 5.535 0.110
H -0.944 0.199 4.746 0.117
C 0.129 -2.404 4.797 -0.194
H 1.520 -1.192 5.907 0.112
H -0.104 -1.222 6.598 0.107
C 0.837 -2.361 3.441 -0.205
H 0.398 -3.322 5.331 0.109
H -0.952 -2.444 4.612 0.119
H 1.925 -2.446 3.587 0.102
H 0.512 -3.217 2.834 0.105
C 3.505 -0.174 -0.353 -0.212
H 2.725 0.803 1.381 0.117
C 4.845 0.557 -0.264 -0.192
H 3.654 -1.191 -0.748 0.107
H 2.850 0.362 -1.051 0.064
C 5.769 -0.094 0.767 -0.201
H 5.319 0.578 -1.250 0.112
H 4.653 1.601 0.017 0.117
C 5.088 -0.230 2.131 -0.193
H 6.045 -1.093 0.407 0.115
H 6.694 0.485 0.862 0.109
C 3.750 -0.966 2.033 -0.205
H 5.738 -0.747 2.843 0.111
H 4.899 0.770 2.542 0.118
H 3.911 -2.001 1.692 0.107
H 3.288 -1.023 3.029 0.086
C 0.977 1.497 -2.137 -0.142
C 1.045 2.306 -1.045 -0.129
H 1.378 0.491 -2.148 0.069
C 0.368 3.618 -0.938 -0.199
H 1.559 1.972 -0.127 0.091
C -0.742 3.769 -1.991 -0.195
H -0.048 3.726 0.068 0.083
H 1.059 4.475 -1.081 0.125
C -0.235 3.331 -3.360 -0.186
H -1.614 3.155 -1.711 0.081
H -1.076 4.811 -2.027 0.114
C 0.239 1.866 -3.374 -0.194
H -1.010 3.491 -4.114 0.106
H 0.639 3.953 -3.614 0.118
H -0.633 1.203 -3.484 0.100
H 0.835 1.701 -4.286 0.118
C -4.697 3.018 -0.586 0.010
C -4.867 1.682 -1.316 -0.487
C -6.283 1.199 -1.138 0.001
O -4.047 0.687 -0.710 0.070
B -2.921 0.758 -1.483 -0.765
O -2.941 1.477 -2.642 0.075
C -4.349 1.689 -2.793 -0.482
C -4.875 0.503 -3.611 0.004
C -4.536 2.978 -3.542 0.005
H -3.671 3.407 -0.601 0.092
H -4.990 2.880 0.462 0.104
H -5.356 3.773 -1.019 0.093
H -6.504 1.194 -0.071 0.100
H -6.972 1.865 -1.664 0.101
H -6.371 0.176 -1.510 0.094
H -5.947 0.587 -3.796 0.094
H -4.350 0.505 -4.571 0.099
H -4.674 -0.460 -3.126 0.104
H -4.038 3.809 -3.032 0.093
H -4.090 2.868 -4.530 0.096
H -5.605 3.186 -3.637 0.102
```